8
Properties=species:S:1:pos:R:3:nbo_charge:R:1 method="wB97M-V/def2-TZVPD" gap_ev="8.62 / 6.94" homo_energy_ev="-9.790 / -9.154" total_charge=0 e_above_lowest_ev=4.079
C -1.53517 -0.06451 0.13986 0.784
N 2.75376 -0.10446 -0.43900 -0.240
N 1.73393 -0.32060 -0.85139 0.110
F -2.49067 0.83591 0.24366 -0.322
F -1.97445 -1.04192 0.93096 -0.336
F -1.48902 -0.48797 -1.09075 -0.307
S -0.01585 0.45212 0.79751 -0.061
H 3.01748 0.73144 0.26914 0.372